Entry 1:
A 5-piece molecular cluster, C2H12O5 overall, computed with wB97M-V/def2-TZVPD.

Properties
Energy relative to the best compared isomer or geometry (same formula, charge and spin) (eV): 0.444
Spin multiplicity: 1
LUMO level (eV): 0.4
HOMO-LUMO gap (eV): 10.416
E_HOMO (eV): -10.0440
Structure (SMILES): CC=O.O.O.O.O

Each line ends with the Mulliken charge.
Cartesian coordinates (Å):
C: -0.98056 -1.71015 0.03042  -0.55
C: -0.03932 -1.37802 1.18077  0.13
O: 0.90744 -0.63984 1.12911  -0.57
H: -0.57704 -1.27361 -0.88161  0.02
H: -1.90622 -1.23931 0.36092  0.21
H: -1.10407 -2.78358 -0.09103  0.33
H: -0.39529 -1.67618 2.18862  0.39
O: -1.76796 1.25582 2.09840  -0.58
H: -2.66781 1.43174 1.88484  0.30
H: -1.35405 2.12759 2.27740  0.29
O: 2.31450 -0.34495 -1.30558  -0.67
H: 2.91061 -1.06605 -1.24980  0.31
H: 1.78165 -0.44907 -0.52672  0.39
O: -0.12235 -0.70499 -3.02200  -0.68
H: -0.30420 -0.05139 -3.70093  0.30
H: 0.82856 -0.54072 -2.81515  0.36
O: 1.19829 3.03330 0.76242  -0.62
H: 0.72336 2.36712 1.29041  0.31
H: 0.55444 3.64228 0.38952  0.31

Entry 2:
A 2-piece molecular cluster, C11H17BO overall, computed with wB97M-V/def2-TZVPD.

Properties
Energy relative to the best compared isomer or geometry (same formula, charge and spin) (eV): 3.653
Spin multiplicity: 1
LUMO level (eV): 0.4
HOMO-LUMO gap (eV): 8.113
E_HOMO (eV): -7.7289

Each line ends with the Mulliken charge.
Cartesian coordinates (Å):
B: -0.12692 -1.35033 -1.26908  0.51
C: 0.83165 -2.88185 0.34744  -0.99
C: 1.21803 -1.64131 0.12337  0.25
C: -2.85380 -2.28370 0.93406  -0.23
C: -2.14192 -2.75609 1.92976  -0.44
C: 0.71932 -2.55447 -1.12964  -0.43
C: 1.56464 -0.24643 0.35605  2.52
C: 0.47392 0.71037 -0.30192  1.36
C: 1.69316 -0.30777 1.85788  -2.74
C: 3.00060 0.05331 -0.13015  -2.05
C: 0.87507 1.72839 -1.37349  -2.20
C: -0.33530 1.36500 0.86079  -1.48
O: -0.57348 -0.16565 -0.91279  -0.61
H: -1.17212 -2.35325 2.17832  0.07
H: -3.85986 -2.77124 0.72179  0.19
H: -2.32843 -1.58099 0.25347  0.09
H: -2.55545 -3.40406 2.63998  0.32
H: 1.27084 -3.14990 -1.91314  0.32
H: 1.80764 0.56890 2.42179  0.52
H: 2.51533 -0.85719 2.06677  0.58
H: 0.93762 -0.83829 2.33147  0.56
H: 3.61576 -0.83027 -0.00250  0.47
H: 3.46926 0.82612 0.34905  0.51
H: 3.02655 0.37223 -1.26875  0.34
H: 1.75188 2.20773 -1.12604  0.47
H: 0.15899 2.40349 -1.53969  0.52
H: 0.99912 1.22101 -2.24896  0.57
H: -1.35829 1.71693 0.54101  0.39
H: 0.23438 2.18471 1.41762  0.32
H: -0.39353 0.58049 1.68745  0.30

Entry 3:
C8H17P2Y as an isolated structure, computed with wB97M-V/def2-TZVPD.

Properties
Energy relative to the best compared isomer or geometry (same formula, charge and spin) (eV): 0.000
Spin multiplicity: 1
LUMO level (spin up / spin down) (eV): 0.3 / 0.3
HOMO-LUMO gap (spin up / spin down) (eV): 4.213 / 4.176
E_HOMO (spin up / spin down) (eV): -3.9005 / -3.8456

Each line ends with the Mulliken charge.
Cartesian coordinates (Å):
C: -3.02430 0.93046 -1.08371  -0.44
C: -2.68885 -0.36381 -1.59972  -0.79
C: -2.65385 -1.28250 -0.49643  -0.22
C: -2.89252 -0.53179 0.71515  -0.51
C: -3.12195 0.82983 0.34603  -0.65
Y: -0.84376 0.37664 -0.27298  0.17
P: 0.59989 2.89090 -0.60757  -0.16
H: -3.15786 1.83053 -1.67284  0.37
H: -2.56289 -0.63686 -2.63183  0.42
H: -2.58379 -2.34773 -0.56038  0.48
H: -3.39773 1.61591 1.02685  0.45
H: -3.02491 -0.96552 1.68593  0.46
H: 0.32910 3.99795 0.26315  0.07
H: 0.52968 3.59438 -1.85371  0.05
H: 2.03042 2.94021 -0.47704  0.04
C: 1.72254 -1.47082 2.35941  -1.10
P: 1.43965 -0.77033 0.67975  0.70
C: 3.00652 0.09356 0.40894  -1.21
C: 1.26572 -1.58366 -1.10746  -1.32
H: 1.73285 -0.62287 3.07975  0.31
H: 2.66662 -2.00831 2.53962  0.37
H: 0.90425 -2.12070 2.69549  0.33
H: 3.86819 -0.54894 0.64485  0.38
H: 3.11678 0.44707 -0.62120  0.28
H: 3.03098 0.96211 1.08573  0.32
H: 2.15284 -2.16043 -1.38975  0.41
H: 0.40738 -2.25604 -1.22633  0.41
H: 1.14901 -0.83923 -1.92969  0.38

Entry 4:
A 6-piece molecular cluster, C6H20O5 overall, computed with wB97M-V/def2-TZVPD.

Properties
Energy relative to the best compared isomer or geometry (same formula, charge and spin) (eV): 3.865
Spin multiplicity: 1
LUMO level (eV): 0.2
HOMO-LUMO gap (eV): 8.573
E_HOMO (eV): -8.3762
Structure (SMILES): C=C(C)/C=C/C.O.O.O.O.O

Each line ends with the Mulliken charge.
Cartesian coordinates (Å):
C: -1.05377 1.09879 -1.75921  -0.95
C: -1.28072 -0.07767 -1.09273  0.26
C: -1.74360 -1.34418 -1.74266  -1.11
C: -0.81020 -0.24031 0.23845  -0.17
C: -0.64801 0.77570 1.13632  -0.20
C: -0.44925 0.42556 2.67224  -1.10
H: -1.29656 1.37537 -2.80690  0.36
H: -0.51569 2.05377 -1.25799  0.11
H: -2.61890 -0.97862 -2.34371  0.35
H: -1.17602 -1.72463 -2.60822  0.31
H: -2.00196 -2.13871 -0.95994  0.30
H: -0.48785 -1.23235 0.53247  0.47
H: -0.68522 1.88300 0.95894  0.41
H: -1.26951 0.90093 3.27717  0.39
H: 0.42801 0.93058 3.14067  0.28
H: -0.31108 -0.73414 2.83086  0.22
O: -0.95359 -2.92695 2.22763  -0.67
H: -0.11861 -2.59539 1.83039  0.37
H: -1.58667 -2.20848 2.04144  0.40
O: 1.91885 -0.95900 1.55555  -0.53
H: 2.38116 -0.12972 1.56539  0.28
H: 2.53566 -1.35706 2.21154  0.26
O: 1.13054 -0.24181 -3.49841  -0.64
H: 1.87644 -0.65449 -3.01074  0.30
H: 0.41631 -0.12076 -2.97888  0.33
O: 0.53750 2.93786 -0.12784  -0.64
H: 1.43652 3.32903 0.00885  0.29
H: 0.72941 2.75896 -1.08017  0.35
O: 2.12738 0.61784 -0.55576  -0.70
H: 2.04187 -0.34604 -0.46505  0.38
H: 1.44755 0.92291 0.06029  0.30

Entry 5:
One molecule with the formula C10H12N2O, computed with wB97M-V/def2-TZVPD.

Properties
Energy relative to the best compared isomer or geometry (same formula, charge and spin) (eV): 1.672
Spin multiplicity: 1
LUMO level (eV): 0.9
HOMO-LUMO gap (eV): 8.685
E_HOMO (eV): -7.7883
Structure (SMILES): C[C@H]1Nc2ccccc2N(C)C1=O

Each line ends with the Mulliken charge.
Cartesian coordinates (Å):
C: -1.89173 -1.59446 -1.03074  -1.17
C: -1.72255 -0.94985 0.36710  0.06
N: -0.47366 -1.46498 0.81518  -0.30
C: 0.73891 -0.76448 0.42222  0.64
C: 1.91055 -1.46912 0.47294  -0.75
C: 3.09139 -0.90340 -0.12937  -0.44
C: 3.16992 0.43604 -0.51388  -0.71
C: 2.00828 1.16570 -0.37815  -0.27
C: 0.79511 0.60829 0.06770  0.41
N: -0.39480 1.30854 0.13241  0.04
C: -0.50167 2.75592 0.34042  -1.10
C: -1.69609 0.65448 0.29023  0.40
O: -2.76647 1.20820 0.43062  -0.62
H: -2.84700 -1.45604 -1.57655  0.34
H: -1.66563 -2.66520 -0.92654  0.32
H: -1.13008 -1.14689 -1.61352  0.36
H: -2.63086 -1.18198 1.09326  0.25
H: -0.41204 -2.48549 0.83061  0.29
H: 1.85995 -2.52354 0.72330  0.32
H: 3.97118 -1.54140 -0.08474  0.35
H: 3.93030 0.84174 -1.23290  0.28
H: 2.03183 2.20184 -0.69682  0.31
H: 0.02765 3.06144 1.21261  0.39
H: -0.15663 3.45661 -0.50457  0.28
H: -1.68622 2.92865 0.40628  0.33

Entry 6:
A 2-piece molecular cluster, C12H17N overall, computed with wB97M-V/def2-TZVPD.

Properties
Energy relative to the best compared isomer or geometry (same formula, charge and spin) (eV): 0.517
Spin multiplicity: 1
LUMO level (eV): 0.9
HOMO-LUMO gap (eV): 8.758
E_HOMO (eV): -7.8275
Structure (SMILES): Cc1c[nH]c2ccccc12.CCC

Each line ends with the Mulliken charge.
Cartesian coordinates (Å):
C: -3.45552 -2.22736 -3.21025  -1.35
C: -2.68171 -1.10007 -2.59672  0.55
C: -2.72520 0.22524 -2.88552  -0.69
N: -1.84251 0.92182 -2.06961  -0.11
C: -1.26876 0.03729 -1.18834  -0.22
C: -0.20175 0.21975 -0.29947  -0.72
C: 0.29312 -0.90371 0.32298  -0.01
C: -0.24647 -2.17917 0.11181  -0.83
C: -1.27287 -2.35306 -0.80135  -0.47
C: -1.75179 -1.24637 -1.50798  0.89
H: -4.47721 -2.20733 -2.85567  0.29
H: -3.06567 -3.19972 -2.93435  0.32
H: -3.48064 -2.13091 -4.28659  0.35
H: -3.42631 0.74531 -3.51531  0.39
H: -2.02953 1.90285 -1.94319  0.27
H: 0.22803 1.19936 -0.14209  0.40
H: 1.06561 -0.78662 1.05934  0.23
H: 0.10387 -3.06222 0.62770  0.37
H: -1.68185 -3.33472 -0.90348  0.34
C: 2.19466 1.65139 3.68557  -1.28
C: 2.59840 1.37615 2.23050  0.58
C: 3.84602 2.19994 1.87254  -1.29
H: 1.51289 2.50448 3.75955  0.33
H: 3.06597 1.74795 4.32450  0.34
H: 1.56034 0.84392 4.07120  0.35
H: 2.91358 0.33026 2.22965  0.20
H: 1.77816 1.51456 1.54104  -0.24
H: 3.81226 3.20036 2.31464  0.31
H: 4.77290 1.74229 2.18888  0.33
H: 3.86201 2.36832 0.80002  0.37

Entry 7:
One molecule with the formula CH2N2O2Si, computed with wB97M-V/def2-TZVPD.

Properties
Energy relative to the best compared isomer or geometry (same formula, charge and spin) (eV): 0.000
Spin multiplicity: 3
LUMO level (spin up / spin down) (eV): -0.3 / -3.6
HOMO-LUMO gap (spin up / spin down) (eV): 7.679 / 7.386
E_HOMO (spin up / spin down) (eV): -8.0272 / -10.9877

Each line ends with the Mulliken charge.
Cartesian coordinates (Å):
C: -0.41913 1.64791 -0.06975  0.21
N: -0.15140 2.76077 -0.09346  -0.31
N: 0.92546 -0.87225 -0.04025  0.70
O: 1.41771 -1.34747 -1.04090  -0.41
O: 1.48856 -0.77383 1.03804  -0.52
Si: -0.78995 -0.17739 -0.02817  0.36
H: -1.43085 -0.61816 -1.25387  -0.04
H: -1.04040 -0.61958 1.48836  0.02